No. 1
A molecular structure, C37H41Cl5GeN3O3PV. Source: OMol25; level of theory: ωB97M-V/def2-TZVPD.

Summary:
LUMO (spin up / spin down), eV: -0.67 / -0.72
Kohn-Sham gap (spin up / spin down), eV: 6.394 / 7.383
Energy, Ha: -7487.71797
Highest occupied orbital energy (spin up / spin down), eV: -7.07 / -8.11

Geometry as ORCA input:
```
! wB97M-V def2-TZVPD RIJCOSX def2/J DEFGRID3
* xyz 0 4
V 1.49 0.88 -0.82
C 1.32 -1.04 5.23
C 0.42 -1.52 4.33
C -0.26 -0.71 3.42
C 0.10 0.63 3.36
C 1.08 1.12 4.25
C 1.68 0.31 5.20
P -0.81 1.69 2.12
C -1.88 2.67 3.38
C -1.47 3.11 4.66
C -2.33 3.82 5.48
C -3.64 4.04 5.08
C -4.06 3.64 3.84
C -3.19 3.00 2.97
C 0.38 2.97 1.52
C 0.44 4.20 2.13
C 1.37 5.16 1.68
C 2.05 4.92 0.51
C 1.93 3.67 -0.10
C 1.17 2.65 0.45
H 1.73 -1.72 6.01
H 0.19 -2.57 4.36
H -1.08 -1.06 2.86
H 1.40 2.16 4.26
H 2.34 0.75 5.90
H -0.47 2.89 4.96
H -1.98 4.12 6.44
H -4.27 4.63 5.67
H -5.08 3.88 3.49
H -3.49 2.64 1.97
H -0.18 4.46 2.98
H 1.46 6.13 2.22
H 2.68 5.66 0.08
H 2.34 3.64 -1.14
Cl -2.73 -0.72 0.80
C -2.45 0.39 -0.58
C -3.49 1.31 -0.94
C -3.33 2.20 -1.97
Cl -4.53 3.41 -2.28
C -2.06 2.25 -2.63
C -1.76 3.23 -3.57
C -0.40 3.51 -3.87
C 0.61 2.75 -3.25
N 0.35 1.76 -2.46
C -0.97 1.46 -2.13
C -1.23 0.45 -1.19
O -0.26 -0.36 -0.83
H -4.43 1.30 -0.29
H -2.56 3.89 -3.86
H -0.12 4.28 -4.57
H 1.63 2.97 -3.35
N 3.08 0.63 1.79
N 2.22 -0.24 1.00
H 2.88 0.50 2.81
H 2.74 1.58 1.61
H 1.42 -0.52 1.55
H 2.69 -1.13 0.79
C 0.70 -4.65 1.24
C 1.30 -5.38 0.06
C 0.94 -4.74 -1.31
C 1.19 -3.15 -1.33
Ge -0.41 -2.13 -1.60
C -0.58 -1.89 -3.59
C -0.68 -3.29 -4.24
C -1.87 -4.15 -3.76
C -1.94 -5.57 -4.36
H 0.31 -5.29 2.03
H -0.17 -4.03 0.97
H 1.40 -3.99 1.73
H 0.79 -6.36 0.00
H 2.38 -5.50 0.12
H -0.11 -4.91 -1.53
H 1.54 -5.17 -2.12
H 1.76 -2.84 -2.21
H 1.77 -2.86 -0.44
H -1.70 -2.67 -0.96
H 0.29 -1.28 -3.90
H -1.46 -1.26 -3.86
H 0.17 -3.91 -3.99
H -0.72 -3.17 -5.33
H -2.89 -3.73 -4.01
H -1.78 -4.14 -2.67
H -2.29 -5.53 -5.40
H -2.64 -6.19 -3.81
H -1.00 -6.08 -4.33
Cl 5.81 -0.89 -3.61
C 4.31 0.01 -3.36
Cl 4.71 1.21 -2.08
Cl 3.81 0.96 -4.79
C 3.10 -0.88 -3.00
O 2.95 -1.82 -3.72
O 2.30 -0.40 -2.13
*
```

No. 2
16 unconnected molecules or ions with the total composition C37H42BBr2Cl45F3O8S. Source: OMol25; level of theory: ωB97M-V/def2-TZVPD.

Summary:
LUMO, eV: 1.33
Kohn-Sham gap, eV: 7.234
Energy, Ha: -28616.32171
Highest occupied orbital energy, eV: -5.91

Geometry as ORCA input:
```
! wB97M-V def2-TZVPD RIJCOSX def2/J DEFGRID3
* xyz -1 1
C -3.05 4.92 2.65
C -3.27 5.71 1.36
O -4.12 6.54 1.27
O -2.40 5.44 0.33
C -2.70 4.16 -0.28
C -1.42 3.43 -0.74
C -1.39 1.94 -0.33
C 0.02 1.32 -0.26
C 0.95 1.72 0.92
C 0.55 3.00 1.67
O 1.39 3.13 2.86
C 0.77 2.79 3.99
O -0.08 1.94 4.12
O 0.68 1.96 -1.37
B 0.37 1.17 -2.57
S 1.56 1.31 -4.08
O 2.55 0.24 -4.24
O 0.73 1.38 -5.28
C 2.45 2.97 -4.11
F 2.35 3.50 -5.33
F 1.89 3.84 -3.27
F 3.76 2.86 -3.86
O 0.06 -0.14 -2.04
C 0.02 -0.26 -0.68
C 1.19 -1.15 -0.13
C 2.52 -1.06 -0.90
C 3.57 -0.14 -0.26
C 4.43 0.63 -1.06
C 5.42 1.41 -0.46
C 5.57 1.44 0.92
C 4.71 0.70 1.72
C 3.73 -0.07 1.13
C -1.23 -0.86 -0.01
Br -1.39 -0.51 1.90
C -2.18 -1.62 -0.53
C -3.37 -2.18 0.22
Br -2.11 -2.14 -2.37
H -3.60 5.35 3.48
H -1.97 4.85 2.82
H -3.39 3.90 2.47
H -3.32 4.37 -1.15
H -3.29 3.50 0.37
H -1.46 3.46 -1.83
H -0.52 3.99 -0.48
H -2.00 1.40 -1.07
H -1.95 1.85 0.61
H 1.92 1.91 0.48
H 1.03 0.94 1.68
H -0.51 3.04 1.93
H 0.82 3.86 1.06
H 1.11 3.34 4.88
H -0.68 1.58 -3.02
H 1.40 -1.03 0.93
H 0.81 -2.17 -0.25
H 2.99 -2.05 -0.86
H 2.41 -0.82 -1.96
H 4.30 0.60 -2.14
H 6.08 1.96 -1.13
H 6.36 2.06 1.34
H 4.83 0.71 2.80
H 3.08 -0.68 1.76
H -4.14 -2.37 -0.53
H -3.14 -3.15 0.67
H -3.79 -1.46 0.92
C -7.21 -1.41 -0.32
Cl -6.25 -0.01 -0.82
Cl -6.48 -2.90 -0.90
Cl -7.38 -1.44 1.44
H -8.20 -1.32 -0.75
C 7.96 -2.24 0.46
Cl 6.81 -0.93 0.73
Cl 7.77 -2.93 -1.16
Cl 9.62 -1.67 0.72
H 7.76 -3.03 1.18
C -1.16 -2.04 -6.43
Cl -1.09 -0.29 -6.42
Cl 0.17 -2.72 -5.49
Cl -2.70 -2.61 -5.77
H -1.07 -2.38 -7.45
C 4.31 -3.44 -3.28
Cl 4.96 -1.84 -2.95
Cl 4.48 -4.48 -1.86
Cl 2.63 -3.34 -3.78
H 4.88 -3.88 -4.09
C -3.47 -2.21 5.00
Cl -4.71 -0.98 5.25
Cl -3.66 -2.97 3.42
Cl -1.86 -1.52 5.15
H -3.60 -2.97 5.76
C -3.17 3.11 -5.06
Cl -2.51 4.69 -4.62
Cl -2.93 1.98 -3.73
Cl -4.88 3.24 -5.48
H -2.63 2.74 -5.92
C -3.08 -6.18 -2.79
Cl -4.79 -6.64 -2.69
Cl -2.86 -4.89 -3.96
Cl -2.48 -5.71 -1.19
H -2.52 -7.04 -3.11
C -4.19 8.00 -3.95
Cl -4.25 9.77 -3.86
Cl -4.01 7.30 -2.34
Cl -5.64 7.37 -4.74
H -3.34 7.72 -4.54
C -7.89 -5.78 1.69
Cl -9.16 -4.57 1.91
Cl -8.02 -6.52 0.09
Cl -6.30 -5.08 1.92
H -8.03 -6.56 2.43
C -3.81 -4.92 -9.30
Cl -4.53 -5.58 -7.83
Cl -2.49 -3.82 -8.91
Cl -3.25 -6.22 -10.36
H -4.58 -4.36 -9.83
C 6.29 -3.39 3.99
Cl 5.13 -2.10 4.27
Cl 6.11 -4.08 2.38
Cl 7.95 -2.81 4.23
H 6.11 -4.18 4.72
C 12.51 0.88 1.59
Cl 11.08 1.39 0.70
Cl 12.98 -0.76 1.14
Cl 13.85 2.01 1.32
H 12.27 0.89 2.64
C -3.38 -4.41 8.74
Cl -2.16 -3.24 8.25
Cl -4.56 -4.69 7.46
Cl -2.63 -5.93 9.23
H -3.91 -4.01 9.60
C 4.16 5.39 -0.85
Cl 5.73 4.64 -1.18
Cl 3.94 5.61 0.89
Cl 4.01 6.93 -1.70
H 3.39 4.72 -1.20
C -3.23 -1.48 11.62
Cl -1.95 -0.39 11.09
Cl -4.43 -1.70 10.34
Cl -2.57 -3.05 12.11
H -3.73 -1.04 12.47
*
```

No. 3
A molecular structure, C37H42BN9O2PRh. Source: OMol25; level of theory: ωB97M-V/def2-TZVPD.

Summary:
LUMO (spin up / spin down), eV: -5.75 / -8.57
Kohn-Sham gap (spin up / spin down), eV: 7.168 / 4.286
Energy, Ha: -2554.60462
Highest occupied orbital energy (spin up / spin down), eV: -12.92 / -12.86

Geometry as ORCA input:
```
! wB97M-V def2-TZVPD RIJCOSX def2/J DEFGRID3
* xyz 2 5
Rh 0.20 -0.58 -0.50
C -0.10 4.78 0.49
C -0.11 3.61 -0.44
C -0.38 3.60 -1.78
C -0.21 2.26 -2.21
N 0.14 1.53 -1.15
N 0.20 2.34 -0.07
B 0.84 1.89 1.20
N -1.81 0.84 1.11
N -1.96 0.02 0.04
C -3.26 0.02 -0.32
C -3.94 0.89 0.54
C -3.00 1.40 1.41
C -3.20 2.46 2.45
C -3.84 -0.82 -1.37
C -5.10 -1.38 -1.15
C -5.66 -2.24 -2.08
C -4.97 -2.54 -3.24
C -3.73 -1.96 -3.48
C -3.17 -1.11 -2.56
N 2.18 1.29 0.97
N 2.25 0.26 0.09
C 3.54 -0.06 -0.07
C 4.31 0.78 0.76
C 3.43 1.63 1.40
C 3.71 2.71 2.38
C 3.99 -1.13 -0.95
C 5.28 -1.65 -0.85
C 5.69 -2.67 -1.69
C 4.83 -3.17 -2.66
C 3.55 -2.65 -2.79
C 3.13 -1.64 -1.94
C -0.33 1.73 -3.57
C -0.12 0.38 -3.85
C -0.18 -0.10 -5.15
C -0.45 0.78 -6.19
C -0.68 2.12 -5.92
C -0.62 2.60 -4.63
H -0.39 5.67 -0.06
H 0.90 4.94 0.89
H -0.79 4.65 1.32
H -0.66 4.44 -2.38
H 0.70 2.64 2.10
H -4.98 1.17 0.48
H -4.20 2.37 2.86
H -3.11 3.45 2.00
H -2.48 2.40 3.26
H -5.63 -1.15 -0.23
H -6.63 -2.68 -1.89
H -5.40 -3.22 -3.97
H -3.20 -2.18 -4.40
H -2.21 -0.64 -2.76
H 5.39 0.80 0.83
H 4.44 3.41 1.97
H 4.15 2.30 3.29
H 2.81 3.26 2.64
H 5.95 -1.27 -0.10
H 6.69 -3.07 -1.60
H 5.15 -3.96 -3.32
H 2.88 -3.02 -3.55
H 2.14 -1.21 -2.05
H 0.08 -0.32 -3.05
H -0.01 -1.15 -5.35
H -0.49 0.41 -7.21
H -0.89 2.80 -6.74
H -0.79 3.65 -4.43
O -0.55 -2.23 -1.82
C -0.24 -3.14 -1.01
O 0.29 -2.88 0.10
H -0.44 -4.18 -1.29
C 1.08 -1.00 4.86
N 1.28 -1.92 3.68
C 0.10 -2.88 3.58
N -1.12 -2.14 3.55
C -1.26 -1.29 4.72
N -0.17 -0.33 4.75
C -0.25 0.69 3.73
P -0.16 -0.01 1.95
C 1.41 -1.11 2.43
C -1.39 -1.45 2.32
H 1.91 -0.29 4.88
H 1.10 -1.60 5.77
H 2.13 -2.48 3.81
H 0.13 -3.53 4.45
H 0.22 -3.46 2.67
H -1.22 -1.90 5.63
H -2.21 -0.77 4.69
H 0.57 1.40 3.87
H -1.19 1.21 3.83
H 2.29 -0.48 2.55
H 1.60 -1.80 1.61
H -1.37 -2.15 1.49
H -2.38 -1.01 2.39
*
```

- Among the records above, which one has the highest energy?
  C37H42BN9O2PRh

- The highest energy belongs to which entry?
  C37H42BN9O2PRh